Density functional theory data (ωB97M-V/def2-TZVPD) for a molecular structure, C53H43F4NO2P2Pd in a non-equilibrium geometry.

The calculation puts the highest occupied orbital energy at 0.28 eV. The calculated total energy is -3460.54189 hartree. As for the lowest unoccupied orbital energy: 3.865 eV.

ORCA input file:
```
! wB97M-V def2-TZVPD RIJCOSX def2/J DEFGRID3
* xyz -2 1
C 0.278 -0.837 0.537
C -0.579 -0.496 -0.647
N 0.161 0.238 -1.732
O -0.575 0.722 -2.622
O 1.401 0.327 -1.705
H -0.314 -0.722 1.452
H 0.597 -1.884 0.499
H 1.160 -0.186 0.604
H -1.470 0.086 -0.396
F -1.386 -5.605 -6.686
C -2.197 -5.766 -5.578
C -3.242 -6.699 -5.657
C -4.015 -6.873 -4.509
F -5.013 -7.823 -4.529
C -3.816 -6.149 -3.337
C -2.730 -5.218 -3.279
C -2.651 -4.368 -2.101
C -1.788 -3.255 -2.010
C -1.999 -2.098 -1.280
C -3.214 -1.864 -0.560
C -3.306 -1.397 0.788
C -4.537 -1.258 1.406
F -4.582 -0.877 2.725
C -5.752 -1.509 0.765
C -5.665 -2.011 -0.529
F -6.827 -2.348 -1.189
C -4.456 -2.193 -1.183
Pd -2.105 -6.890 -1.419
P -0.031 -7.694 -1.654
C 0.800 -6.811 -3.005
C 1.336 -5.535 -2.753
C 1.916 -4.807 -3.794
C 1.949 -5.339 -5.086
C 1.378 -6.588 -5.343
C 0.801 -7.325 -4.309
C 1.184 -7.730 -0.318
C 2.562 -7.777 -0.606
C 3.489 -7.804 0.433
C 3.057 -7.764 1.761
C 1.689 -7.705 2.051
C 0.754 -7.692 1.018
C -0.355 -9.386 -2.201
C 0.422 -10.459 -1.733
C 0.077 -11.762 -2.088
C -1.051 -12.006 -2.881
C -1.841 -10.940 -3.324
C -1.487 -9.633 -2.994
P -3.243 -6.995 0.533
C -4.969 -7.076 -0.002
C -5.535 -8.319 -0.327
C -6.791 -8.367 -0.933
C -7.480 -7.184 -1.214
C -6.925 -5.945 -0.881
C -5.671 -5.884 -0.273
C -2.805 -8.511 1.414
C -2.541 -8.499 2.796
C -1.956 -9.611 3.400
C -1.627 -10.735 2.636
C -1.909 -10.762 1.268
C -2.512 -9.662 0.662
C -3.233 -5.659 1.745
C -4.370 -5.397 2.534
C -4.322 -4.422 3.527
C -3.132 -3.733 3.769
C -2.001 -3.988 2.991
C -2.053 -4.925 1.959
C -1.937 -5.013 -4.447
H -3.416 -7.265 -6.565
H -4.525 -6.215 -2.510
H -3.484 -4.454 -1.397
H -0.838 -3.344 -2.541
H -0.971 -1.463 -1.231
H -2.401 -1.221 1.366
H -6.711 -1.338 1.256
H -4.462 -2.609 -2.190
H 1.296 -5.119 -1.744
H 2.345 -3.824 -3.592
H 2.418 -4.779 -5.898
H 1.379 -6.992 -6.356
H 0.353 -8.299 -4.510
H 2.900 -7.778 -1.644
H 4.554 -7.852 0.203
H 3.782 -7.776 2.573
H 1.345 -7.672 3.084
H -0.319 -7.644 1.227
H 1.285 -10.263 -1.095
H 0.693 -12.595 -1.742
H -1.319 -13.026 -3.157
H -2.729 -11.118 -3.933
H -2.114 -8.794 -3.314
H -4.992 -9.235 -0.093
H -7.233 -9.334 -1.177
H -8.463 -7.224 -1.685
H -7.472 -5.021 -1.077
H -5.240 -4.919 0.002
H -2.778 -7.612 3.384
H -1.749 -9.594 4.471
H -1.149 -11.594 3.106
H -1.656 -11.634 0.663
H -2.704 -9.667 -0.412
H -5.294 -5.953 2.371
H -5.213 -4.206 4.117
H -3.093 -2.986 4.562
H -1.069 -3.459 3.197
H -1.188 -5.101 1.317
H -1.133 -4.271 -4.436
*
```

Atomic partial charges in e from the Mulliken method, atoms 1 to 5:
1 C -1.201
2 C -0.130
3 N 0.926
4 O -0.726
5 O -0.778